Entry 1:
{
  "formula": "C20H43CoN2OP3S",
  "method": "ωB97M-V with the def2-TZVPD basis set",
  "charge": 3,
  "orbital_gap_ev": [8.9279, 5.2564],
  "e_above_lowest_kj_mol": 88.1,
  "multiplicity": 5,
  "elements": ["H", "H", "H", "H", "H", "H", "H", "H", "C", "H", "C", "H", "P", "C", "Co", "H", "S", "H", "H", "P", "H", "C", "C", "P", "C", "H", "H", "H", "H", "H", "H", "C", "C", "C", "H", "H", "C", "N", "C", "N", "H", "H", "H", "H", "H", "H", "H", "C", "H", "H", "H", "H", "H", "H", "C", "C", "H", "C", "C", "C", "H", "C", "H", "H", "H", "H", "C", "O", "C", "H", "H"],
  "positions_angstrom": [[-2.03575, -3.55784, 0.62823], [-3.08552, -1.14598, -4.87785], [1.27128, -1.55721, 4.30313], [2.15638, 3.60057, 1.49118], [-1.73915, -2.47151, 2.01374], [2.05808, 4.35320, -0.80038], [-0.47240, -3.65616, 1.51061], [-1.42688, 3.80733, -5.05099], [1.20465, -2.02634, 3.31511], [0.36305, 3.62620, 1.46353], [0.07426, 0.47631, -3.32746], [3.88234, -2.04228, 1.97372], [1.77968, -0.85062, 2.02968], [2.92486, 1.56020, -0.40450], [0.34048, -0.16846, 0.75015], [3.51452, -0.17173, 3.58515], [-1.25260, 0.73235, 1.84661], [-3.32066, -1.03835, 2.95373], [-0.89974, -1.06202, 6.13979], [1.19723, 2.12575, -0.19067], [1.80923, -2.93905, 3.27807], [2.68777, 0.34284, 3.08072], [-1.60799, 0.05174, 3.40604], [-0.55909, -1.82160, -0.04631], [-2.37924, 0.40224, -3.63660], [0.03346, -3.43724, -1.71981], [-1.64416, -1.89196, -2.18354], [0.16209, -2.29999, 3.14126], [2.86126, 0.69594, -1.07504], [3.35711, 1.28057, 0.55895], [1.20681, 2.25071, 2.22447], [1.31876, 3.67116, -1.26630], [-2.79135, -1.04544, 5.07165], [-1.20477, 1.06216, -3.21903], [-1.89849, 0.37280, 6.46533], [-2.82150, -2.11943, 5.27759], [3.15383, -1.74057, 1.20907], [-0.98584, 0.32435, 4.56404], [-1.59726, -0.34494, 5.69521], [-2.62079, -0.80147, 3.65034], [3.63565, -1.09008, 0.46954], [-3.73040, -0.60468, 5.42494], [1.17820, -0.97293, -4.47175], [-3.37155, 0.84954, -3.49624], [-0.69535, 1.05229, -6.26154], [0.44610, 2.53544, -6.01413], [-2.31916, -0.64406, -1.12037], [-1.51558, 2.73973, -5.25831], [2.00939, 0.75543, 3.83515], [1.34125, -2.24196, -1.49058], [-0.79251, -2.12750, -5.28523], [3.51094, 2.35437, -0.87476], [1.68217, 3.41350, -2.27711], [2.77734, -2.62063, 0.67750], [-0.52709, 2.05343, -5.85247], [-2.20336, -0.70024, -4.44899], [-0.20610, 0.96324, 4.63654], [0.60279, -2.86803, -0.97672], [0.19360, -0.62384, -4.17197], [-0.94212, -1.23582, -4.68784], [1.11781, -3.55552, -0.29650], [-1.26877, -2.98992, 1.16621], [0.96509, 1.02126, -3.02597], [-2.78210, -2.34905, -0.88753], [-1.03797, 2.83328, -2.31192], [3.09046, 1.17695, 2.50136], [-1.96296, -1.67520, -1.16157], [-1.28497, 2.47832, -3.16806], [1.25250, 2.99007, 1.42050], [0.34560, 4.19059, -1.29987], [-2.52284, 2.34579, -5.12091]],
  "forces_ev_per_angstrom": [[0.264, -0.121, 0.303], [-0.072, -0.278, -0.105], [0.135, -0.192, -0.201], [-0.118, -0.031, 0.080], [0.220, -0.251, -0.301], [-0.399, -0.460, -0.149], [-0.309, 0.008, 0.137], [0.073, -0.228, -0.349], [-0.332, -0.113, -0.058], [0.138, -0.016, 0.227], [-0.661, 0.857, -1.009], [-0.117, 0.019, -0.293], [3.507, -1.956, 2.955], [-0.271, -0.177, -0.293], [-0.609, 4.993, -1.956], [-0.201, 0.072, -0.058], [-1.202, 0.811, 1.058], [0.253, 0.195, 0.221], [-0.033, 0.176, -0.033], [0.663, 1.133, 0.238], [-0.062, 0.194, 0.154], [0.028, 0.190, -0.069], [-0.497, -0.737, 1.088], [-1.548, -4.379, -1.115], [0.891, 0.997, -0.132], [0.252, -0.043, 0.139], [-0.084, 0.089, 0.134], [0.177, -0.005, 0.116], [0.513, 0.055, 0.093], [0.081, -0.024, -0.351], [-0.007, 0.421, -0.059], [-0.389, -0.400, -0.051], [-1.032, -0.452, 0.500], [-0.034, -0.157, -0.629], [0.139, -0.124, -0.176], [0.052, 0.208, -0.007], [-0.018, 0.039, -0.037], [0.044, 0.341, -1.526], [0.331, -0.167, 1.006], [0.680, 0.765, -0.977], [0.006, -0.144, 0.222], [0.102, -0.141, -0.156], [-0.103, -0.144, 0.293], [0.521, -0.064, -0.056], [0.102, 0.355, 0.153], [-0.341, -0.376, 0.088], [-0.226, -0.156, -0.142], [-2.964, 2.732, 1.360], [0.160, -0.052, -0.081], [-0.090, -0.217, 0.003], [-0.292, 0.161, -0.213], [0.119, -0.221, 0.169], [-0.340, 0.150, 0.386], [0.141, 0.129, 0.221], [2.655, -1.660, -1.648], [-0.287, -0.818, 0.438], [-0.233, -0.048, -0.058], [0.093, -0.106, -0.175], [0.000, -0.506, 0.543], [0.343, -0.068, -0.232], [-0.084, 0.108, -0.243], [0.059, -0.033, 0.088], [-0.186, 0.053, 0.019], [0.252, 0.149, -0.056], [0.215, 0.436, 0.311], [0.026, -0.175, 0.216], [-0.407, 0.780, -0.398], [-0.346, -1.176, 0.899], [-0.179, -0.135, -0.086], [0.437, -0.086, -0.131], [0.403, 0.018, -0.246]],
  "mulliken_spin": [0.001, 0.000, -0.001, 0.001, -0.001, 0.000, 0.000, 0.021, 0.007, -0.001, 0.030, 0.004, 0.063, 0.022, 2.481, 0.007, 0.269, 0.004, 0.001, 0.018, 0.003, -0.006, 0.001, 0.010, 0.004, 0.003, 0.007, 0.002, 0.000, 0.001, -0.004, 0.005, -0.001, 0.035, 0.001, 0.001, 0.014, 0.018, -0.001, 0.022, -0.010, 0.001, 0.000, 0.003, 0.062, 0.013, -0.005, 0.324, 0.002, -0.006, 0.000, 0.002, 0.000, 0.001, 0.433, 0.005, 0.000, 0.037, 0.016, -0.011, 0.006, -0.001, -0.011, 0.008, 0.007, -0.002, 0.011, 0.025, 0.011, 0.001, 0.042]
}

---

Entry 2:
{
  "formula": "C20H43CuN2O3",
  "method": "ωB97M-V with the def2-TZVPD basis set",
  "orbital_gap_ev": 6.8658,
  "e_above_lowest_kj_mol": 275.9,
  "elements": ["H", "H", "H", "N", "C", "O", "H", "C", "C", "H", "H", "C", "H", "C", "H", "H", "C", "H", "H", "H", "C", "H", "H", "H", "H", "C", "C", "H", "C", "H", "H", "H", "H", "H", "H", "C", "C", "H", "H", "C", "O", "H", "H", "H", "H", "N", "H", "H", "C", "C", "Cu", "H", "H", "H", "H", "C", "H", "H", "C", "H", "H", "C", "H", "C", "O", "H", "C", "H", "H"],
  "positions_angstrom": [[-1.63729, -4.06033, -0.90984], [2.64486, 3.17482, -1.40646], [0.50068, 2.01069, 3.11588], [0.34239, 2.64560, 0.51910], [2.40671, -3.38479, 1.25670], [1.00219, -1.08248, -0.17771], [-0.75715, -4.40903, 1.57609], [-4.64189, -0.99848, -1.22694], [0.15308, -2.92406, -1.38729], [-3.83585, -0.80636, -1.93511], [2.81683, -2.37507, 1.23755], [1.45634, -3.19206, -2.21511], [-0.72500, -2.30059, 2.16959], [2.18609, 4.23132, 1.04488], [-0.70757, -4.88440, -2.14069], [-0.65807, 5.10954, 1.34920], [1.76494, 3.81360, -1.33038], [0.65850, 1.92557, -2.83999], [0.34342, 5.32505, 2.72420], [-4.63126, 0.74670, 0.05859], [0.49037, 1.72950, -1.78104], [2.35456, 4.95876, 1.83895], [0.74464, -5.30069, 1.71108], [2.08929, -3.87587, -1.64955], [1.26355, 5.67617, -0.23568], [-0.03668, -5.24732, -0.22333], [-0.82566, 3.75166, -1.41474], [0.83771, -1.39650, 2.47192], [2.01986, 4.89554, -0.31770], [2.89326, -3.96843, 0.47521], [-1.27274, -2.31715, -3.03585], [1.93745, -1.27906, -0.26857], [2.91625, 5.47246, -0.54518], [1.23966, -3.54993, -3.22163], [0.45891, -2.82554, 3.28947], [-0.07673, 4.55059, 2.08249], [-0.62145, -4.29445, -1.22820], [-0.36638, 1.09994, -1.54078], [0.87260, -5.75991, -0.53729], [0.88563, -3.17033, 1.09878], [-0.79798, 1.96566, 0.98607], [1.91528, 3.09382, 3.47821], [-0.44831, -0.99033, -2.33048], [-5.47563, -0.66119, 0.71587], [1.32570, 1.07156, -1.54139], [0.39649, -2.34223, -0.05873], [1.96411, -2.29329, -2.56507], [-1.66945, -1.80723, -1.46032], [1.39752, 2.49467, 2.72918], [0.45313, 2.99223, -0.97126], [-1.03142, -0.36949, 0.69943], [3.09576, 3.66021, 1.23046], [2.14850, 1.76082, 2.43663], [-0.93351, 4.67053, -0.83841], [-5.62501, -0.81869, -1.66197], [0.90611, 3.48917, 1.58209], [-4.59339, -2.08174, -1.11611], [-0.84966, -5.96110, -0.09039], [-0.80956, -1.99343, -2.10376], [-1.51805, 2.59960, 0.95114], [2.66368, -3.89345, 2.18586], [-4.57091, -0.33174, 0.20494], [-1.73947, 3.20171, -1.18980], [0.35435, -2.35987, 2.30951], [-3.41720, -0.63626, 0.96544], [1.76556, 4.32182, -2.29464], [0.21426, -4.56471, 1.10681], [-0.87139, 4.08554, 2.66587], [-0.73540, 3.98299, -2.47607]],
  "forces_ev_per_angstrom": [[-0.078, 0.139, 0.054], [-0.101, -0.364, 0.403], [0.285, -0.091, 0.339], [2.292, 0.157, -0.734], [-0.143, 0.874, -0.763], [0.341, -0.157, 0.353], [-0.175, -0.143, 0.080], [-0.140, -0.519, 1.119], [0.048, -1.297, -1.460], [0.036, 0.729, 0.101], [0.702, -0.076, 0.293], [-0.729, 0.544, -0.037], [-0.151, 0.505, -0.013], [-0.615, 0.348, 1.504], [0.083, 0.711, -0.528], [0.452, -0.155, -0.663], [-0.748, 0.319, 0.613], [-0.723, 0.141, -0.115], [0.381, -0.256, 0.094], [-0.319, 0.445, -0.090], [0.631, -1.286, 0.289], [-0.165, 0.619, -0.122], [0.273, 0.506, 0.417], [0.272, 0.079, -0.398], [-0.492, -0.280, -0.245], [-0.105, 0.410, 0.383], [0.676, 0.430, 0.571], [-0.097, 0.240, -0.545], [0.835, -0.102, 1.299], [-0.253, 0.021, -0.263], [0.446, -0.683, -0.079], [0.646, 0.451, -0.192], [0.251, -0.180, -0.164], [-0.463, -0.884, 0.266], [0.277, -0.589, -0.111], [-1.018, -0.095, 0.773], [0.543, 0.757, 0.164], [-0.374, 0.167, -0.571], [-0.063, -0.032, -0.386], [0.221, -0.231, 0.686], [0.344, -0.071, -0.944], [-0.372, 0.074, 0.414], [0.584, -0.086, 0.083], [-0.219, -0.065, 0.292], [0.328, 0.242, 0.441], [-1.013, -1.622, 0.136], [0.382, 0.445, 0.968], [-0.121, -0.118, 0.320], [-0.702, 1.506, -0.472], [-0.785, 0.479, 0.150], [-1.823, 0.003, -0.020], [-0.048, -0.703, -1.007], [-0.322, -0.001, -0.663], [0.180, 0.300, -0.209], [0.015, 0.320, -0.306], [1.652, -0.623, -0.673], [-0.029, -0.251, 0.320], [0.434, -0.560, 0.237], [-0.792, 1.069, -0.141], [-0.688, 0.012, 0.068], [-0.278, 0.333, 0.152], [2.076, -0.532, -0.850], [0.092, -0.377, -0.362], [0.012, -0.575, 0.396], [0.654, 0.028, -0.658], [-0.918, -0.431, -0.394], [-1.050, 0.237, 0.061], [0.020, -0.209, 0.309], [-0.351, 0.009, 0.028]],
  "nbo_charge": [0.221, 0.210, 0.221, -0.210, -0.641, -0.603, 0.212, -0.640, 0.111, 0.182, 0.193, -0.660, 0.231, -0.407, 0.220, 0.215, -0.407, 0.216, 0.223, 0.108, -0.616, 0.208, 0.216, 0.207, 0.206, -0.402, -0.641, 0.217, -0.409, 0.211, 0.225, 0.466, 0.215, 0.229, 0.223, -0.665, -0.400, 0.214, 0.194, 0.114, -0.604, 0.202, 0.215, 0.127, 0.212, -0.214, 0.214, 0.237, -0.607, 0.135, 0.880, 0.210, 0.213, 0.203, 0.190, 0.136, 0.189, 0.222, -0.641, 0.472, 0.231, -0.030, 0.215, -0.635, -1.032, 0.221, -0.402, 0.215, 0.218]
}

---

Entry 3:
{
  "formula": "C20H43IrN2OP3S",
  "method": "ωB97M-V with the def2-TZVPD basis set",
  "charge": 3,
  "orbital_gap_ev": [5.9847, 3.4404],
  "e_above_lowest_kj_mol": 289.4,
  "multiplicity": 5,
  "elements": ["H", "H", "H", "C", "C", "H", "H", "C", "H", "H", "O", "H", "H", "H", "C", "H", "H", "C", "H", "H", "H", "H", "H", "C", "P", "H", "H", "C", "H", "C", "H", "H", "H", "H", "H", "C", "H", "C", "C", "H", "C", "C", "H", "C", "H", "H", "C", "S", "C", "H", "N", "H", "P", "C", "C", "H", "H", "H", "H", "H", "H", "H", "H", "H", "N", "C", "P", "H", "Ir", "H", "C"],
  "positions_angstrom": [[-1.40869, 1.14667, 3.06235], [-2.52847, 1.38782, 1.70803], [-1.57234, -2.34470, 2.35981], [1.22648, 2.49735, 2.16707], [-2.15204, 4.68141, -1.64250], [-2.42696, -3.41127, -0.98883], [0.86131, -5.96888, -1.37546], [-0.50160, -3.11596, -1.76727], [-5.37627, 2.64947, -0.65147], [0.15477, 4.17042, -0.12464], [-1.13298, 2.55439, -1.86434], [0.59627, -1.53826, 3.31584], [-1.51441, 4.07894, 0.51595], [-1.15055, 5.13042, -1.73319], [-1.67182, 1.81771, 2.24433], [1.13595, 3.55567, 2.45997], [3.65240, -0.17092, -2.64287], [2.25764, 2.25317, -1.58410], [1.56472, -0.21040, 2.61423], [-0.16590, 0.04387, 3.03501], [2.97046, 0.80926, 1.27298], [1.51355, 2.41940, -2.38343], [1.28929, -3.78092, -2.62274], [0.04894, -5.37227, -1.80143], [0.01949, -1.23734, 1.00130], [2.87275, -1.58210, -1.89350], [2.08120, 2.97968, -0.77066], [1.35349, -2.48104, 0.84829], [3.32315, -0.80623, 0.59314], [3.25225, 0.26394, 0.36728], [-3.66081, 1.61337, -4.18456], [-1.66882, -2.92577, 0.68660], [3.28684, 2.37760, -1.96320], [-3.59465, 1.56172, -2.05506], [-1.42209, 0.52518, -5.85687], [-3.21022, 5.31852, -1.02034], [0.96169, -3.47751, 0.66668], [-2.86388, 0.85864, -4.31154], [-1.56029, -2.02799, 1.30987], [-0.88604, -5.29230, 0.15775], [-0.46020, 3.88033, 0.74087], [-1.84302, 1.20311, -5.10765], [-1.57898, 2.25675, -5.22068], [-4.51722, 3.23286, -1.03591], [2.07220, -2.27764, 0.05392], [1.91795, -2.53114, 1.79069], [-4.42542, 4.61835, -0.76621], [-0.58217, -1.47999, -2.25982], [-3.50468, 2.60551, -1.75055], [-2.39717, -1.35764, 1.06246], [-1.51083, -3.79516, -1.17391], [2.17847, 2.41278, 1.62498], [-0.23512, 2.08084, 1.11820], [-2.21749, 3.23667, -1.86238], [0.56248, -0.65959, 2.66469], [-1.96360, 2.78962, 2.65904], [4.23853, 0.61469, 0.03020], [1.99151, -0.63952, -3.13140], [-3.01742, -0.17004, -3.88791], [1.24236, 1.90928, 3.08844], [-0.18571, 4.52695, 1.59634], [-5.29191, 5.13940, -0.30676], [-1.50165, 1.45641, -0.12014], [-2.01065, -5.83758, -1.12077], [0.49985, -3.99624, -2.02102], [-1.16173, -5.18098, -0.90338], [2.06661, 0.53367, -0.99449], [-0.25046, -5.83127, -2.75777], [-0.23206, 0.25267, -0.66399], [-3.11977, 6.38129, -0.81780], [2.69472, -0.57686, -2.29362]],
  "forces_ev_per_angstrom": [[-0.333, 0.320, 0.003], [0.290, 0.188, 0.093], [-0.372, 0.070, -0.148], [0.757, -0.656, 0.506], [0.037, -0.236, 0.628], [0.165, 0.090, -0.242], [-0.326, 0.090, 0.065], [0.091, -2.732, 0.579], [0.421, 0.530, -0.700], [-0.282, -0.081, 0.300], [-1.080, 0.569, -0.703], [-0.026, 0.156, 0.006], [0.377, -0.098, -0.091], [-0.773, 0.013, -0.220], [0.147, -0.133, 0.243], [-0.106, -0.655, -0.181], [-0.119, -0.143, -0.002], [0.177, -0.103, -0.095], [-0.407, -0.216, 0.021], [0.249, -0.065, 0.404], [0.216, -0.268, -0.293], [0.389, 0.015, 0.304], [-0.278, 0.077, 0.170], [0.207, -0.858, -0.703], [1.135, -0.950, 2.149], [-0.070, 0.236, 0.004], [0.093, -0.371, -0.347], [0.151, -0.615, -0.057], [0.068, 0.375, -0.031], [-0.061, 0.064, -0.048], [0.776, -0.346, 0.900], [0.161, 0.512, 0.615], [-0.387, 0.089, 0.079], [0.116, 0.319, 0.322], [0.810, -0.188, 1.041], [-0.052, -0.158, -1.218], [-0.108, -0.135, -0.015], [-0.176, -0.286, -0.179], [-0.355, -0.839, 0.416], [-0.201, 0.007, -0.208], [-0.583, 0.179, -0.910], [-0.550, -0.035, -0.420], [-0.540, -0.182, -0.520], [0.147, -0.320, -0.419], [-0.280, 0.022, -0.037], [-0.235, 0.028, -0.285], [0.067, 0.301, 0.610], [-0.557, 1.258, -0.166], [-0.672, -0.485, 1.117], [0.316, -0.130, 0.324], [0.628, 1.175, -1.008], [-0.392, 0.009, 0.272], [-1.100, 1.729, 0.491], [0.855, 0.290, 0.398], [-0.143, -0.140, -0.410], [0.126, -0.200, -0.021], [-0.222, -0.066, 0.078], [0.242, 0.124, 0.165], [-0.281, 0.858, -1.178], [0.240, -0.047, -0.248], [-0.185, -0.702, -0.352], [0.804, -0.377, -0.342], [0.775, -0.750, -0.810], [0.342, 0.067, -0.022], [-0.777, 1.437, -0.080], [-0.014, -0.472, 0.699], [0.645, 0.166, -0.477], [0.228, 0.207, 0.194], [-0.164, 2.375, 0.069], [-0.154, -0.143, 0.158], [0.117, 0.232, -0.236]],
  "mulliken_spin": [-0.005, 0.007, 0.009, 0.029, 0.214, -0.003, 0.000, 0.015, 0.001, -0.006, 0.383, 0.005, 0.006, -0.002, 0.021, 0.000, 0.007, 0.027, -0.010, -0.009, 0.000, -0.004, 0.004, -0.002, 0.093, -0.002, -0.005, 0.022, 0.002, 0.011, -0.009, -0.002, 0.011, -0.015, 0.001, -0.054, -0.003, 0.011, 0.042, 0.001, 0.031, -0.001, 0.001, -0.046, 0.001, 0.001, 0.307, 0.370, 0.175, -0.002, 0.017, 0.000, 0.025, 0.125, 0.037, 0.005, 0.002, -0.003, 0.002, -0.001, 0.006, 0.008, 0.379, 0.001, 0.018, 0.002, 0.239, 0.001, 1.472, 0.003, 0.032]
}